{
  "formula": "C35H75Cl2N3O9S",
  "method": "ωB97M-V/def2-TZVPD",
  "homo_lumo_gap_ha": 0.2897,
  "e_tot_ev": -96271.71642,
  "total_charge": 0,
  "symbols": ["C", "C", "C", "C", "C", "C", "C", "Cl", "C", "C", "O", "C", "C", "O", "C", "C", "C", "C", "C", "C", "O", "S", "O", "O", "O", "C", "Cl", "C", "C", "C", "C", "C", "H", "H", "H", "H", "H", "H", "H", "H", "H", "H", "H", "H", "H", "H", "H", "H", "H", "H", "H", "H", "H", "H", "H", "H", "H", "H", "H", "H", "H", "H", "H", "H", "H", "H", "H", "H", "H", "H", "H", "H", "H", "H", "C", "O", "C", "C", "C", "N", "H", "H", "H", "H", "H", "H", "H", "H", "H", "H", "H", "C", "O", "C", "C", "C", "N", "H", "H", "H", "H", "H", "H", "H", "H", "H", "H", "H", "C", "O", "C", "C", "C", "N", "H", "H", "H", "H", "H", "H", "H", "H", "H", "H", "H"],
  "coordinates": [[3.680, -3.515, 4.471], [3.416, -2.061, 4.123], [4.294, -1.300, 2.979], [3.507, -0.814, 1.613], [4.683, -1.010, 0.445], [4.200, -1.069, -1.098], [3.640, 0.288, -1.786], [5.731, -1.557, -2.100], [2.195, -1.694, 1.191], [2.311, -3.321, 1.289], [3.600, -3.925, 1.271], [4.110, -4.588, 0.128], [3.270, -4.715, -1.247], [4.106, -4.891, -2.481], [3.279, -5.460, -3.557], [2.168, -4.373, -4.176], [0.795, -1.282, 2.019], [-0.525, -2.116, 1.537], [-1.950, -1.574, 2.157], [-2.989, -0.994, 1.003], [-3.200, -1.941, -0.122], [0.522, 0.504, 1.381], [-0.197, 0.294, -0.011], [-0.472, 1.316, 2.234], [1.998, 1.257, 1.019], [3.114, 0.790, 1.880], [2.448, 1.109, 3.630], [4.417, 1.808, 1.886], [4.598, 2.733, 0.551], [6.162, 2.542, -0.011], [7.298, 2.951, 1.110], [6.307, 3.687, -1.222], [4.694, -3.916, 4.895], [2.777, -4.252, 4.225], [2.543, -1.524, 4.707], [4.834, -0.390, 3.536], [5.203, -2.045, 2.758], [5.556, -0.235, 0.501], [5.248, -2.055, 0.604], [3.427, -1.930, -1.312], [3.536, 0.065, -2.955], [4.480, 1.128, -1.723], [2.583, 0.652, -1.443], [1.809, -1.492, 0.076], [1.849, -3.573, 2.368], [1.479, -3.759, 0.557], [5.159, -4.093, -0.161], [4.409, -5.702, 0.445], [2.640, -5.728, -1.180], [2.456, -3.874, -1.439], [3.920, -5.801, -4.505], [2.647, -6.401, -3.253], [1.519, -4.853, -5.048], [1.388, -4.029, -3.346], [2.689, -3.433, -4.642], [0.938, -1.250, 3.175], [-0.394, -3.226, 1.957], [-0.625, -2.251, 0.363], [-1.799, -0.824, 3.064], [-2.512, -2.514, 2.631], [-4.049, -0.911, 1.545], [-2.729, 0.089, 0.645], [-2.628, -1.662, -0.904], [5.401, 1.175, 2.131], [4.387, 2.594, 2.788], [4.553, 3.886, 0.861], [3.791, 2.608, -0.280], [6.338, 1.513, -0.537], [7.325, 4.128, 1.306], [7.239, 2.347, 2.111], [8.355, 2.700, 0.628], [5.586, 3.453, -2.113], [6.086, 4.742, -0.713], [7.437, 3.751, -1.576], [-2.996, 1.623, -1.933], [-3.278, 1.981, -3.277], [-4.069, 1.025, -3.990], [-5.589, 1.150, -3.745], [-6.039, 0.580, -2.402], [-6.038, 2.547, -3.844], [-2.863, 0.544, -1.811], [-3.787, 1.988, -1.275], [-2.067, 2.121, -1.637], [-3.882, 1.224, -5.052], [-3.711, 0.005, -3.800], [-6.097, 0.571, -4.526], [-5.780, 1.228, -1.560], [-7.128, 0.458, -2.386], [-5.593, -0.404, -2.226], [-5.816, 2.896, -4.777], [-5.437, 3.103, -3.230], [-4.124, -2.782, 5.708], [-4.406, -2.424, 4.364], [-5.197, -3.381, 3.652], [-6.718, -3.255, 3.896], [-7.167, -3.825, 5.239], [-7.167, -1.858, 3.797], [-3.991, -3.861, 5.830], [-4.915, -2.417, 6.366], [-3.195, -2.284, 6.004], [-5.010, -3.181, 2.589], [-4.840, -4.400, 3.841], [-7.225, -3.834, 3.115], [-6.909, -3.177, 6.081], [-8.257, -3.947, 5.255], [-6.721, -4.810, 5.416], [-6.944, -1.510, 2.864], [-6.565, -1.302, 4.411], [-3.616, 7.785, -3.922], [-3.558, 6.386, -4.152], [-2.251, 5.893, -4.465], [-1.363, 5.623, -3.229], [-0.780, 6.890, -2.610], [-2.093, 4.878, -2.192], [-2.916, 8.338, -4.554], [-3.431, 7.998, -2.867], [-4.631, 8.124, -4.152], [-2.414, 4.936, -4.976], [-1.750, 6.547, -5.187], [-0.517, 5.008, -3.561], [-1.518, 7.461, -2.040], [0.031, 6.637, -1.916], [-0.362, 7.546, -3.381], [-2.403, 3.989, -2.586], [-2.967, 5.382, -2.016]],
  "forces_ev_per_angstrom": [[-1.2, 3.1, -1.0], [0.6, -3.2, 0.3], [1.8, -0.3, 2.8], [0.9, -0.2, 0.2], [0.7, -0.8, -0.7], [-1.0, 0.2, -0.3], [0.7, 0.0, -1.5], [-1.2, 0.4, 0.9], [-1.6, -0.2, -0.7], [-2.6, 0.0, 1.7], [-1.2, 0.5, -0.8], [2.8, -1.4, -2.0], [-2.0, -1.3, -0.5], [-2.0, -0.5, 0.7], [-1.4, 0.3, -1.9], [-0.4, 0.0, 0.1], [1.1, -0.1, -0.6], [-0.4, -1.0, 0.4], [-0.6, -0.8, 0.0], [-0.8, 0.6, 1.3], [1.5, 1.6, 0.0], [-7.1, 1.4, -3.0], [3.6, 0.5, 4.1], [4.4, -2.4, -1.8], [0.3, -1.7, 1.4], [0.7, 0.5, 0.7], [0.4, -0.8, -0.8], [0.3, 0.9, 0.2], [1.6, 0.6, 0.3], [-0.6, 2.0, -1.1], [0.7, -0.3, -0.8], [0.7, 0.0, 1.0], [-1.7, 0.6, -2.2], [1.8, 1.6, 2.1], [1.1, -1.4, -2.2], [-1.3, -1.5, -1.6], [-2.3, 1.6, 0.1], [-1.9, -1.2, 0.1], [-1.6, 2.3, -0.1], [1.7, 1.6, 0.6], [0.2, 0.4, 2.6], [-2.0, -1.7, 0.1], [2.1, -0.8, -0.2], [1.4, 0.0, 2.3], [1.2, 0.4, -2.3], [2.2, 0.7, 1.2], [-2.2, -0.9, 0.5], [-0.8, 2.4, -0.6], [1.1, 2.1, 0.0], [1.9, -1.4, 0.6], [-0.8, 0.9, 2.5], [1.4, 1.7, -0.1], [1.5, 0.7, 1.9], [1.8, -0.7, -1.8], [-0.9, -1.8, 1.1], [-0.4, 0.0, -2.2], [0.0, 2.5, -0.8], [0.5, 0.6, 2.5], [-0.3, -1.3, -2.2], [1.3, 2.0, -1.1], [2.3, -0.2, -1.2], [-0.2, -2.2, 0.6], [-1.0, -0.4, 1.7], [-2.4, 1.2, -0.9], [-0.5, -2.1, -1.9], [0.0, -2.6, -0.5], [1.6, -0.1, 1.6], [-0.2, 1.7, 1.4], [-0.4, -2.6, -0.3], [0.0, 1.3, -1.9], [-2.2, 0.5, 1.0], [1.4, 0.6, 1.7], [0.2, -2.2, -1.3], [-2.4, -0.3, 0.5], [0.2, 0.4, 0.2], [-0.2, -0.6, -0.2], [-0.1, 0.4, -0.3], [0.2, 0.2, 0.4], [-0.2, -0.2, 0.1], [0.4, 0.0, -0.2], [-0.1, 0.0, 0.0], [0.0, -0.2, 0.1], [-0.1, -0.2, -0.1], [0.0, 0.1, 0.1], [0.0, 0.0, 0.2], [0.1, 0.1, 0.0], [0.0, 0.0, -0.1], [0.2, 0.1, 0.0], [0.0, 0.1, 0.0], [-0.2, 0.0, 0.1], [-0.3, -0.1, -0.1], [0.1, 0.4, 0.0], [-0.1, -0.6, -0.1], [-0.1, 0.3, -0.3], [0.2, 0.2, 0.3], [-0.3, -0.2, 0.1], [0.4, 0.0, -0.2], [-0.1, 0.0, 0.0], [0.0, -0.2, 0.1], [-0.1, 0.0, -0.1], [0.0, 0.1, 0.1], [0.0, 0.0, 0.2], [0.1, 0.1, 0.0], [0.0, 0.0, -0.1], [0.2, 0.1, 0.0], [0.0, 0.1, 0.0], [-0.2, -0.1, 0.1], [-0.2, -0.2, -0.1], [-0.4, -0.2, 0.2], [0.5, 0.1, -0.3], [-0.2, -0.4, 0.1], [-0.4, 0.3, 0.2], [0.3, 0.1, 0.1], [-0.2, 0.0, -0.3], [0.1, -0.1, 0.1], [0.1, 0.2, -0.1], [0.1, -0.1, 0.0], [-0.1, 0.1, 0.1], [0.0, 0.2, 0.1], [-0.2, 0.0, -0.1], [0.0, -0.1, -0.1], [-0.2, 0.0, -0.1], [-0.1, 0.0, 0.1], [0.1, 0.2, 0.0], [0.3, -0.1, 0.0]]
}

---

{
  "formula": "C35H75MnN2O2Sb2Si6",
  "method": "ωB97M-V/def2-TZVPD",
  "s_squared": 1.1241,
  "homo_lumo_gap_ha": [0.2477, 0.2657],
  "e_tot_ev": -136244.25195,
  "total_charge": 1,
  "spin_multiplicity": 2,
  "symbols": ["Mn", "C", "O", "C", "C", "O", "C", "H", "H", "H", "H", "H", "H", "H", "H", "H", "H", "C", "Sb", "C", "C", "C", "C", "C", "C", "N", "Si", "C", "C", "C", "C", "C", "C", "C", "C", "C", "N", "Si", "C", "C", "C", "Si", "C", "C", "C", "H", "H", "H", "H", "H", "H", "H", "H", "H", "H", "H", "H", "H", "H", "H", "H", "H", "H", "H", "H", "H", "H", "H", "H", "H", "H", "H", "H", "H", "H", "H", "H", "H", "H", "H", "H", "H", "H", "C", "Si", "C", "C", "Sb", "Si", "C", "C", "C", "Si", "C", "C", "C", "H", "H", "H", "H", "H", "H", "H", "H", "H", "H", "H", "H", "H", "H", "H", "H", "H", "H", "H", "H", "H", "H", "H", "H", "H", "H", "H"],
  "coordinates": [[-0.136, 0.267, -0.174], [0.671, 0.620, 3.441], [-0.156, 0.049, 2.447], [-0.754, -1.152, 2.903], [-1.616, -1.671, 1.760], [-0.836, -1.899, 0.603], [-0.124, -3.128, 0.650], [0.126, 0.728, 4.385], [0.967, 1.604, 3.088], [1.564, 0.008, 3.613], [-1.361, -0.965, 3.800], [0.025, -1.883, 3.162], [-2.345, -0.902, 1.485], [-2.149, -2.581, 2.059], [-0.775, -3.934, 1.007], [0.754, -3.069, 1.300], [0.197, -3.337, -0.373], [1.777, -1.652, -4.770], [1.470, -1.877, -2.635], [-0.115, -0.311, -2.373], [0.267, 0.833, -3.189], [0.828, 1.982, -2.598], [1.180, 3.061, -3.376], [0.970, 2.994, -4.748], [0.402, 1.837, -5.250], [0.070, 0.794, -4.513], [-1.702, -1.202, -2.956], [-2.249, -1.136, -4.785], [-1.829, -3.062, -2.482], [-3.060, -0.386, -1.874], [3.534, -1.315, -1.834], [3.382, -0.549, -0.589], [4.433, -0.512, 0.344], [4.417, 0.368, 1.401], [3.323, 1.218, 1.540], [2.288, 1.073, 0.644], [2.282, 0.202, -0.377], [4.713, -0.264, -2.972], [6.265, 0.320, -2.018], [3.908, 1.358, -3.554], [5.318, -1.266, -4.473], [4.270, -3.096, -1.528], [3.443, -3.809, 0.049], [3.869, -4.273, -2.971], [6.166, -3.235, -1.303], [0.802, -1.581, -5.240], [2.284, -2.537, -5.130], [2.351, -0.764, -5.006], [0.987, 1.981, -1.520], [1.620, 3.940, -2.930], [1.229, 3.816, -5.394], [0.196, 1.738, -6.309], [-1.808, -1.954, -5.345], [-1.954, -0.212, -5.265], [-3.328, -1.228, -4.859], [-0.961, -3.641, -2.800], [-2.702, -3.490, -2.962], [-1.959, -3.189, -1.415], [-3.199, 0.652, -2.150], [-2.749, -0.423, -0.827], [-4.014, -0.893, -1.966], [5.278, -1.161, 0.202], [5.241, 0.424, 2.097], [3.296, 1.976, 2.308], [1.416, 1.746, 0.710], [6.012, 1.011, -1.220], [6.925, 0.848, -2.700], [6.838, -0.489, -1.583], [3.606, 1.972, -2.711], [3.033, 1.200, -4.172], [4.618, 1.935, -4.138], [6.001, -2.057, -4.186], [5.855, -0.603, -5.143], [4.512, -1.713, -5.037], [2.534, -4.344, -0.203], [3.193, -3.027, 0.760], [4.102, -4.507, 0.553], [2.807, -4.476, -3.050], [4.375, -5.222, -2.830], [4.202, -3.870, -3.918], [6.535, -2.805, -0.378], [6.708, -2.776, -2.122], [6.440, -4.286, -1.290], [-1.789, 6.337, 1.126], [-0.777, 4.726, 0.999], [-0.301, 4.316, 2.810], [0.807, 5.117, 0.000], [-1.834, 2.570, -0.108], [-3.879, 2.371, 1.525], [-5.128, 1.125, 0.801], [-3.275, 1.727, 3.220], [-4.789, 4.005, 1.871], [-3.168, 3.812, -2.073], [-1.891, 4.213, -3.419], [-4.567, 2.775, -2.864], [-3.918, 5.496, -1.568], [-1.283, 7.024, 1.797], [-2.786, 6.173, 1.515], [-1.882, 6.839, 0.172], [0.122, 5.186, 3.301], [0.434, 3.521, 2.872], [-1.170, 4.011, 3.382], [1.350, 5.943, 0.448], [0.552, 5.405, -1.015], [1.483, 4.268, -0.057], [-4.732, 0.114, 0.774], [-5.401, 1.396, -0.214], [-6.040, 1.106, 1.389], [-2.672, 0.833, 3.113], [-4.112, 1.486, 3.868], [-2.674, 2.473, 3.731], [-5.021, 4.543, 0.962], [-4.211, 4.660, 2.512], [-5.728, 3.806, 2.375], [-1.576, 3.315, -3.932], [-1.012, 4.682, -2.993], [-2.306, 4.890, -4.158], [-4.169, 2.027, -3.543], [-5.227, 3.415, -3.442], [-5.179, 2.269, -2.125], [-3.154, 6.174, -1.213], [-4.681, 5.428, -0.804], [-4.375, 5.961, -2.436]],
  "forces_ev_per_angstrom": [[0.5, -1.5, -1.9], [0.2, 0.2, 0.2], [-0.1, 0.1, -0.3], [-0.2, -0.4, -0.3], [-0.1, 0.4, 0.6], [0.0, 0.8, -0.2], [0.4, -0.3, -0.3], [0.0, 0.0, -0.1], [0.0, -0.1, 0.1], [-0.1, 0.0, 0.0], [0.0, 0.0, -0.1], [-0.1, 0.1, 0.0], [0.0, -0.1, 0.1], [0.1, 0.1, -0.1], [0.0, 0.1, -0.1], [0.0, 0.1, 0.0], [0.0, 0.0, 0.2], [0.0, -0.1, 0.5], [-0.1, 0.2, 0.0], [0.3, -0.9, 1.2], [0.2, 0.9, 0.1], [-0.2, -0.1, 0.0], [0.0, 0.0, -0.1], [0.0, 0.0, 0.2], [0.2, 0.4, -0.3], [-0.1, -0.2, 0.1], [-0.9, -0.2, 0.4], [0.4, 0.2, 0.6], [0.4, 0.7, -0.2], [0.5, -0.4, -0.4], [0.0, -0.4, -0.7], [0.0, 0.0, 0.2], [-0.1, 0.2, 0.2], [-0.2, 0.0, -0.1], [0.0, 0.1, -0.1], [0.3, 0.3, 0.1], [-0.5, 0.1, 0.7], [0.2, 0.3, -0.3], [-0.6, -0.3, -0.2], [0.2, -0.8, 0.2], [-0.3, 0.3, 0.6], [0.0, -0.6, 0.1], [0.3, 0.4, -0.6], [0.0, 0.6, 0.4], [-0.6, 0.3, -0.1], [-0.1, 0.1, 0.0], [0.2, -0.2, -0.1], [0.0, 0.1, -0.1], [0.1, 0.2, -0.3], [0.1, 0.1, 0.1], [0.0, 0.1, -0.1], [0.0, 0.1, -0.1], [0.1, -0.2, -0.1], [0.0, 0.1, 0.0], [-0.3, -0.2, 0.1], [0.0, -0.1, 0.0], [-0.2, 0.0, -0.2], [0.1, 0.0, 0.3], [0.0, 0.3, 0.0], [0.0, 0.0, 0.1], [-0.3, -0.1, 0.0], [0.1, -0.1, -0.1], [0.1, -0.1, 0.0], [-0.1, 0.0, 0.1], [0.2, -0.2, 0.1], [-0.1, 0.2, 0.1], [0.1, 0.1, -0.3], [0.1, -0.2, 0.1], [0.0, 0.1, 0.2], [-0.2, -0.1, -0.1], [0.3, 0.0, -0.1], [0.2, -0.2, 0.1], [0.1, 0.2, -0.1], [-0.2, -0.1, -0.1], [-0.2, -0.1, -0.1], [0.0, 0.1, 0.2], [0.2, -0.1, 0.0], [-0.2, -0.1, 0.0], [0.2, -0.2, 0.2], [0.1, 0.1, -0.3], [0.1, 0.1, 0.2], [0.1, 0.1, -0.2], [-0.1, -0.2, 0.0], [0.1, -0.7, -0.3], [0.7, 0.5, 0.5], [-0.2, -0.1, -0.8], [-0.7, -0.3, 0.3], [-0.9, 0.9, 0.3], [-0.5, -0.3, 0.6], [0.6, 0.4, 0.1], [0.0, 0.2, -0.7], [0.5, -0.4, -0.3], [-0.2, 0.5, -1.0], [-0.4, -0.2, 0.7], [0.6, 0.1, 0.6], [0.3, -0.7, 0.3], [0.3, 0.0, 0.2], [-0.2, 0.0, 0.1], [0.0, 0.1, -0.2], [0.1, 0.3, 0.0], [0.1, -0.2, 0.0], [-0.2, -0.1, 0.1], [0.1, 0.2, 0.2], [-0.1, 0.0, -0.2], [0.1, -0.2, 0.0], [0.1, -0.2, 0.0], [0.0, 0.0, -0.2], [-0.1, 0.1, 0.2], [0.2, -0.2, 0.0], [-0.3, 0.0, 0.0], [0.1, 0.1, 0.1], [-0.1, 0.1, -0.2], [0.2, 0.1, 0.1], [-0.2, -0.2, 0.1], [0.1, -0.3, -0.1], [0.2, 0.1, 0.1], [-0.2, 0.2, -0.1], [0.1, -0.1, -0.1], [0.0, 0.3, -0.1], [-0.1, -0.1, 0.1], [0.2, 0.1, 0.1], [-0.1, 0.0, 0.1], [-0.1, -0.1, -0.3]]
}